The following is a DFT calculation (ωB97M-V/def2-TZVPD) of a 16-piece molecular cluster, C84H198N10O12S6 overall.

Output
* HOMO level: -8.111 eV
* DFT total energy: -7158.46676 hartree
* LUMO: 0.0115 hartree

Last column: Löwdin charge in e.
Geometry (Å):
C (22.459, 18.690, 7.465)  -0.092
C (22.061, 17.219, 7.416)  -0.201
N (23.227, 16.395, 7.960)  -0.189
C (24.475, 16.447, 7.150)  -0.239
C (24.351, 15.902, 5.739)  -0.076
C (22.929, 15.082, 8.361)  -0.274
C (22.095, 15.086, 9.697)  -0.062
H (23.354, 18.990, 6.921)  0.067
H (22.757, 18.906, 8.491)  0.074
H (21.595, 19.306, 7.215)  0.057
H (21.222, 17.047, 8.090)  0.095
H (21.745, 16.931, 6.413)  0.083
H (24.821, 17.475, 7.045)  0.095
H (25.241, 15.975, 7.765)  0.111
H (25.256, 15.978, 5.137)  0.077
H (24.030, 14.860, 5.739)  0.067
H (23.528, 16.418, 5.246)  0.054
H (23.888, 14.602, 8.557)  0.108
H (22.627, 14.454, 7.523)  0.107
H (21.888, 14.067, 10.025)  0.052
H (21.131, 15.586, 9.602)  0.044
H (22.627, 15.508, 10.550)  0.064
C (21.499, 14.866, 13.276)  -0.067
C (19.956, 14.952, 12.976)  -0.232
N (19.228, 15.487, 14.098)  -0.186
C (19.442, 14.665, 15.321)  -0.245
C (18.936, 13.248, 15.245)  -0.076
C (17.833, 15.823, 13.876)  -0.254
C (17.574, 17.239, 13.314)  -0.064
H (21.942, 14.284, 12.468)  0.036
H (21.865, 14.378, 14.179)  0.064
H (22.076, 15.780, 13.128)  0.069
H (19.866, 15.671, 12.163)  0.107
H (19.525, 13.988, 12.705)  0.083
H (20.503, 14.719, 15.567)  0.095
H (18.870, 15.157, 16.108)  0.109
H (19.306, 12.737, 16.134)  0.082
H (17.849, 13.316, 15.289)  0.064
H (19.275, 12.788, 14.317)  0.052
H (17.335, 15.764, 14.844)  0.093
H (17.343, 15.044, 13.293)  0.103
H (17.964, 17.520, 12.336)  0.047
H (17.976, 17.867, 14.109)  0.081
H (16.520, 17.514, 13.280)  0.046
C (9.104, 16.418, 7.792)  -0.107
C (10.598, 16.520, 7.884)  -0.211
N (11.282, 15.149, 8.053)  -0.157
C (12.647, 15.259, 8.588)  -0.227
C (12.638, 15.249, 10.153)  -0.059
C (11.188, 14.325, 6.866)  -0.264
C (11.883, 14.770, 5.597)  -0.076
H (8.695, 15.708, 7.073)  0.068
H (8.680, 17.419, 7.721)  0.075
H (8.669, 16.144, 8.754)  0.070
H (10.941, 16.996, 6.966)  0.093
H (10.752, 17.141, 8.767)  0.109
H (13.225, 14.405, 8.233)  0.102
H (13.219, 16.057, 8.113)  0.083
H (12.005, 14.453, 10.546)  0.067
H (13.612, 15.073, 10.607)  0.025
H (12.238, 16.211, 10.474)  0.048
H (10.138, 14.103, 6.673)  0.103
H (11.548, 13.340, 7.165)  0.103
H (11.765, 15.820, 5.331)  0.061
H (11.632, 14.142, 4.742)  0.063
H (12.971, 14.700, 5.608)  0.058
C (14.735, 20.169, 1.825)  -0.073
C (14.476, 18.857, 1.062)  -0.226
N (13.811, 17.875, 1.976)  -0.169
C (14.734, 17.307, 2.966)  -0.247
C (15.935, 16.547, 2.336)  -0.067
C (12.563, 18.399, 2.627)  -0.234
C (11.426, 18.953, 1.682)  -0.057
H (15.106, 20.958, 1.171)  0.073
H (15.508, 19.922, 2.552)  0.050
H (13.864, 20.581, 2.335)  0.067
H (13.990, 18.943, 0.090)  0.101
H (15.434, 18.439, 0.751)  0.089
H (14.151, 16.584, 3.536)  0.097
H (15.018, 18.064, 3.697)  0.070
H (16.743, 17.189, 1.985)  0.043
H (15.595, 16.096, 1.404)  0.076
H (16.262, 15.765, 3.021)  0.051
H (12.080, 17.592, 3.176)  0.098
H (12.815, 19.096, 3.426)  0.084
H (10.769, 18.182, 1.279)  0.068
H (10.914, 19.741, 2.235)  0.070
H (11.987, 19.387, 0.854)  0.047
C (16.046, 11.817, -0.855)  -0.074
C (15.128, 12.133, 0.395)  -0.289
N (15.683, 12.943, 1.410)  -0.168
C (14.593, 13.399, 2.324)  -0.214
C (13.814, 12.189, 2.962)  -0.058
C (16.718, 12.144, 2.140)  -0.224
C (17.357, 12.856, 3.364)  -0.066
H (15.554, 11.017, -1.407)  0.065
H (17.020, 11.380, -0.638)  0.054
H (16.190, 12.669, -1.520)  0.062
H (14.195, 12.493, -0.039)  0.123
H (14.967, 11.136, 0.804)  0.094
H (14.981, 14.148, 3.014)  0.075
H (13.833, 13.980, 1.801)  0.113
H (14.284, 11.706, 3.818)  0.053
H (13.022, 12.753, 3.455)  0.046
H (13.380, 11.512, 2.225)  0.070
H (17.567, 11.894, 1.504)  0.089
H (16.267, 11.197, 2.435)  0.104
H (16.646, 13.169, 4.128)  0.049
H (17.713, 13.773, 2.895)  0.028
H (18.223, 12.323, 3.758)  0.089
C (23.914, 7.585, 10.967)  -0.110
C (22.543, 8.016, 11.344)  -0.265
N (22.575, 9.394, 11.861)  -0.189
C (23.000, 10.390, 10.887)  -0.256
C (22.128, 10.455, 9.649)  -0.081
C (21.307, 9.768, 12.533)  -0.235
C (21.555, 10.969, 13.441)  -0.086
H (24.005, 6.528, 10.716)  0.075
H (24.744, 7.871, 11.612)  0.086
H (24.265, 8.016, 10.029)  0.062
H (21.788, 7.910, 10.565)  0.103
H (22.265, 7.365, 12.173)  0.114
H (23.083, 11.394, 11.303)  0.105
H (23.994, 10.089, 10.557)  0.103
H (21.100, 10.772, 9.825)  0.056
H (22.618, 11.148, 8.965)  0.070
H (22.241, 9.510, 9.117)  0.069
H (21.027, 8.954, 13.202)  0.101
H (20.516, 9.927, 11.800)  0.095
H (21.092, 10.855, 14.421)  0.065
H (21.313, 11.926, 12.977)  0.045
H (22.606, 11.095, 13.703)  0.079
C (14.873, 10.573, 15.990)  -0.072
C (14.907, 9.345, 15.108)  -0.266
N (15.699, 8.256, 15.725)  -0.155
C (15.366, 6.975, 15.004)  -0.243
C (14.046, 6.289, 15.433)  -0.084
C (17.061, 8.605, 15.554)  -0.294
C (17.569, 8.744, 14.139)  -0.088
H (15.873, 11.003, 16.044)  0.062
H (14.369, 10.289, 16.914)  0.086
H (14.265, 11.380, 15.581)  0.050
H (13.912, 8.902, 15.067)  0.105
H (15.184, 9.570, 14.078)  0.080
H (15.426, 6.945, 13.916)  0.098
H (16.116, 6.244, 15.307)  0.108
H (14.187, 5.941, 16.457)  0.071
H (13.135, 6.878, 15.324)  0.062
H (13.896, 5.408, 14.809)  0.069
H (17.580, 7.710, 15.895)  0.112
H (17.302, 9.457, 16.191)  0.113
H (17.190, 9.636, 13.639)  0.058
H (17.368, 7.932, 13.441)  0.067
H (18.645, 8.771, 14.314)  0.069
C (13.567, 15.046, 13.691)  -0.079
C (14.150, 14.733, 15.037)  -0.244
N (13.435, 15.429, 16.153)  -0.154
C (14.267, 15.424, 17.450)  -0.231
C (14.358, 14.089, 18.097)  -0.106
C (11.994, 15.115, 16.248)  -0.280
C (11.335, 15.810, 17.424)  -0.080
H (12.595, 14.559, 13.618)  0.081
H (14.274, 14.863, 12.882)  0.065
H (13.456, 16.130, 13.646)  0.052
H (14.100, 13.653, 15.176)  0.093
H (15.180, 15.091, 15.055)  0.091
H (13.952, 16.172, 18.176)  0.103
H (15.292, 15.676, 17.177)  0.098
H (15.172, 13.425, 17.808)  0.068
H (13.408, 13.575, 17.955)  0.071
H (14.481, 14.183, 19.176)  0.076
H (11.479, 15.476, 15.359)  0.094
H (11.865, 14.033, 16.230)  0.109
H (11.577, 16.871, 17.364)  0.078
H (10.267, 15.596, 17.442)  0.079
H (11.809, 15.353, 18.293)  0.062
C (15.444, 10.343, 6.916)  -0.089
C (16.822, 9.760, 7.032)  -0.238
N (16.808, 8.930, 8.249)  -0.182
C (18.127, 8.955, 8.887)  -0.254
C (18.082, 8.244, 10.193)  -0.086
C (16.144, 7.610, 8.065)  -0.247
C (16.917, 6.511, 7.394)  -0.098
H (15.180, 10.682, 5.914)  0.059
H (15.310, 11.190, 7.589)  0.056
H (14.607, 9.705, 7.200)  0.063
H (17.128, 9.119, 6.205)  0.111
H (17.440, 10.657, 7.050)  0.101
H (18.743, 8.423, 8.162)  0.108
H (18.533, 9.966, 8.908)  0.105
H (19.082, 7.868, 10.407)  0.066
H (17.853, 8.909, 11.026)  0.058
H (17.395, 7.412, 10.347)  0.070
H (15.261, 7.749, 7.441)  0.111
H (15.907, 7.168, 9.033)  0.095
H (17.221, 6.793, 6.385)  0.070
H (16.254, 5.655, 7.266)  0.079
H (17.766, 6.164, 7.983)  0.071
C (16.473, 15.796, 10.339)  -0.053
C (17.004, 15.688, 8.875)  -0.234
N (17.077, 14.379, 8.296)  -0.176
C (16.781, 14.388, 6.861)  -0.221
C (17.683, 15.335, 6.035)  -0.062
C (18.310, 13.664, 8.632)  -0.211
C (18.218, 13.110, 10.106)  -0.048
H (15.792, 14.967, 10.532)  0.056
H (15.846, 16.651, 10.594)  0.044
H (17.288, 15.700, 11.055)  0.032
H (16.227, 16.268, 8.375)  0.087
H (17.917, 16.242, 8.660)  0.111
H (16.801, 13.381, 6.444)  0.089
H (15.736, 14.622, 6.656)  0.103
H (17.519, 16.409, 6.129)  0.050
H (18.734, 15.266, 6.317)  0.068
H (17.598, 15.058, 4.984)  0.046
H (19.258, 14.160, 8.426)  0.094
H (18.400, 12.868, 7.893)  0.097
H (18.479, 13.899, 10.812)  0.030
H (18.994, 12.395, 10.379)  0.048
H (17.281, 12.572, 10.251)  0.065
C (19.492, 19.770, 10.748)  -0.237
C (20.304, 19.528, 11.984)  -0.214
C (20.479, 20.953, 12.674)  -0.163
S (18.731, 21.638, 12.661)  0.713
O (18.832, 23.044, 12.280)  -0.352
O (17.957, 21.194, 13.809)  -0.347
C (18.223, 20.590, 11.159)  -0.175
H (19.153, 18.774, 10.462)  0.100
H (20.083, 20.244, 9.965)  0.114
H (21.256, 19.096, 11.675)  0.111
H (19.769, 18.773, 12.561)  0.087
H (21.097, 21.605, 12.057)  0.096
H (20.761, 21.101, 13.717)  0.091
H (17.827, 21.228, 10.369)  0.092
H (17.463, 19.882, 11.490)  0.069
C (13.903, 18.775, 14.590)  -0.225
C (12.433, 18.642, 14.115)  -0.232
C (12.358, 18.811, 12.640)  -0.198
S (13.922, 19.664, 12.023)  0.749
O (13.587, 20.831, 11.223)  -0.336
O (14.813, 18.631, 11.454)  -0.372
C (14.467, 19.989, 13.851)  -0.162
H (14.566, 17.938, 14.372)  0.083
H (13.996, 18.799, 15.676)  0.120
H (11.830, 19.414, 14.595)  0.118
H (12.081, 17.693, 14.520)  0.095
H (11.561, 19.549, 12.551)  0.101
H (12.247, 17.934, 12.003)  0.083
H (13.958, 20.921, 14.095)  0.102
H (15.549, 20.033, 13.973)  0.080
C (16.494, 19.727, 7.191)  -0.199
C (15.720, 19.495, 8.574)  -0.187
C (14.465, 18.589, 8.398)  -0.205
S (14.171, 18.663, 6.598)  0.684
O (12.852, 19.161, 6.373)  -0.320
O (14.628, 17.365, 6.047)  -0.355
C (15.426, 19.898, 6.131)  -0.220
H (17.185, 18.910, 6.984)  0.090
H (17.133, 20.610, 7.180)  0.112
H (15.461, 20.468, 8.993)  0.106
H (16.446, 19.025, 9.237)  0.085
H (13.654, 19.092, 8.924)  0.091
H (14.642, 17.573, 8.753)  0.063
H (14.928, 20.860, 6.256)  0.109
H (15.669, 19.881, 5.069)  0.082
C (20.533, 15.897, -0.649)  -0.182
C (19.556, 14.676, -1.037)  -0.183
C (18.844, 14.259, 0.262)  -0.198
S (20.069, 14.508, 1.703)  0.715
O (20.685, 13.206, 2.026)  -0.356
O (19.622, 15.398, 2.752)  -0.352
C (21.312, 15.392, 0.608)  -0.196
H (19.915, 16.760, -0.405)  0.096
H (21.138, 16.242, -1.488)  0.108
H (20.216, 13.886, -1.394)  0.108
H (18.771, 14.897, -1.760)  0.110
H (18.550, 13.209, 0.266)  0.066
H (17.933, 14.825, 0.453)  0.089
H (21.975, 14.611, 0.235)  0.093
H (21.869, 16.127, 1.189)  0.087
C (18.583, 18.708, 4.038)  -0.199
C (19.811, 18.333, 4.927)  -0.197
C (21.132, 18.778, 4.242)  -0.198
S (20.654, 19.485, 2.603)  0.716
O (21.587, 18.949, 1.582)  -0.364
O (20.514, 20.919, 2.769)  -0.335
C (18.991, 18.683, 2.543)  -0.209
H (18.270, 19.736, 4.216)  0.105
H (17.706, 18.088, 4.225)  0.093
H (19.858, 17.252, 5.053)  0.085
H (19.728, 18.653, 5.966)  0.093
H (21.747, 17.935, 3.928)  0.084
H (21.785, 19.514, 4.712)  0.095
H (19.256, 17.690, 2.182)  0.061
H (18.322, 19.168, 1.833)  0.103
C (14.353, 10.857, 11.626)  -0.226
C (14.111, 11.752, 10.391)  -0.196
C (12.750, 11.323, 9.765)  -0.185
S (12.431, 9.569, 10.344)  0.723
O (12.452, 8.668, 9.171)  -0.376
O (11.369, 9.429, 11.333)  -0.337
C (14.112, 9.364, 11.185)  -0.169
H (13.598, 11.144, 12.358)  0.106
H (15.323, 11.007, 12.100)  0.097
H (14.917, 11.507, 9.699)  0.087
H (14.078, 12.803, 10.676)  0.088
H (12.629, 11.285, 8.682)  0.085
H (11.878, 11.881, 10.107)  0.089
H (14.891, 9.069, 10.482)  0.077
H (13.951, 8.607, 11.953)  0.085

Cartesian forces, eV/Å:
-0.14 -0.02 0.79
2.04 -0.61 0.67
0.07 2.46 -1.43
-0.48 0.70 0.27
-0.57 -0.65 0.04
0.02 -0.83 1.53
0.16 -0.92 -0.90
-0.34 -0.25 -0.62
-0.29 0.08 0.24
0.20 0.23 -0.15
-0.03 0.03 -0.05
0.04 -0.28 -0.19
-0.19 0.20 0.25
0.04 -0.31 -0.21
-0.01 0.14 0.13
0.20 -0.20 0.02
0.18 0.25 -0.25
0.21 0.02 0.56
-1.31 -0.29 0.06
-0.19 -0.25 -0.23
0.02 0.05 -0.08
0.30 0.41 -0.43
0.02 -0.60 -1.37
1.23 0.85 0.85
0.38 0.25 1.44
-0.29 1.24 -0.48
0.03 0.33 0.03
-0.22 -0.17 -0.58
0.03 -0.04 1.11
-0.12 -0.46 -0.12
-0.52 0.09 0.09
-0.61 0.55 0.48
-0.22 -0.23 -0.36
0.30 -0.28 -0.47
-0.19 -0.05 0.13
0.30 0.22 0.21
-0.11 -0.41 -0.19
-0.11 -0.50 -0.17
-0.12 -0.43 0.27
-0.02 0.21 0.11
-0.25 -0.20 -0.48
0.34 -0.39 0.08
0.33 0.52 -0.35
-0.23 -0.46 -0.10
-1.05 -0.12 1.03
0.47 -1.83 -0.16
-0.50 1.94 0.31
-0.20 -0.91 0.38
0.00 0.36 -1.03
-0.27 -0.59 0.24
0.94 0.30 -0.64
0.13 0.37 -0.29
0.02 0.09 -0.87
0.23 -0.58 0.24
0.48 0.33 0.18
0.76 -0.03 -0.13
-0.16 -0.50 0.09
-0.09 0.65 0.39
-0.28 0.04 -0.30
0.18 0.40 -0.24
0.03 -0.03 0.36
-0.18 0.39 -0.14
0.35 -0.15 -0.07
-0.61 0.02 -0.02
-0.48 0.08 -0.01
0.28 -0.22 0.61
0.29 -0.07 -0.77
-0.21 -0.26 1.16
-0.68 0.30 -1.04
-0.31 -0.30 -0.66
-0.92 0.64 -0.24
-0.35 -0.86 -0.32
2.30 -0.02 0.42
0.18 -0.01 -0.03
0.01 0.37 0.23
-0.02 -0.21 -0.05
-0.68 0.28 0.31
0.14 -0.12 0.29
-0.02 -0.03 0.10
0.45 0.06 0.15
0.25 0.08 0.58
-0.26 -0.43 0.12
0.39 0.24 -0.13
0.40 -0.45 0.04
-0.02 0.52 -0.07
0.03 0.06 0.28
-0.30 -0.16 -0.27
-0.52 0.36 -0.26
-0.45 0.10 0.56
1.11 -1.71 -2.31
0.67 1.33 1.25
0.34 -1.49 -0.32
-0.13 2.18 0.84
-0.27 0.34 0.93
-0.61 0.54 -1.57
-0.24 0.15 -0.21
0.09 0.25 0.43
-0.05 0.09 0.07
-0.06 0.33 0.44
-0.60 -0.39 0.05
0.10 -0.59 0.46
0.22 -0.11 -0.69
0.45 -0.36 -0.45
-0.64 -0.41 -0.01
0.21 0.04 0.24
-0.31 0.04 -0.38
-0.09 -0.36 0.13
0.03 -0.40 0.10
0.28 0.30 0.48
-0.24 -0.09 0.06
1.56 -0.36 -1.97
0.10 0.82 1.26
-0.75 -0.05 0.84
-0.09 -0.51 -0.29
0.87 0.15 -0.66
1.48 -0.12 0.31
0.26 0.60 0.13
-0.26 -0.23 0.49
-0.52 -0.13 0.74
-0.31 0.36 -0.37
0.05 -0.32 -0.37
-0.44 0.16 0.13
0.01 -0.16 0.50
0.15 0.25 0.07
0.00 -0.24 -0.13
-0.28 0.41 -0.08
-0.72 -0.17 0.01
-0.08 -0.29 -0.35
-0.39 0.11 0.07
-0.54 0.20 -0.21
-0.47 0.03 0.13
0.26 -0.46 -0.27
-0.33 0.16 -0.57
-1.36 -0.89 0.72
-2.11 -0.07 -1.89
-0.13 -0.52 1.22
0.56 0.27 -0.03
0.92 -1.90 0.11
0.53 0.77 -0.28
-0.01 -0.05 0.75
0.70 0.21 0.38
-0.17 -0.11 -0.36
-0.32 0.42 -0.21
0.24 -0.01 -0.11
-0.02 0.85 -0.30
0.37 0.10 0.08
-0.41 0.15 0.08
0.14 0.21 0.18
0.10 -0.07 -0.05
0.54 0.22 0.70
0.21 -0.04 -0.16
0.44 0.27 0.00
-0.12 -0.31 0.43
0.21 0.41 -0.74
-0.10 0.94 0.12
-0.47 0.45 1.25
1.12 0.81 0.47
-0.21 0.04 -1.99
-0.57 -1.23 1.19
0.79 0.27 -0.46
0.77 -0.98 -0.02
0.12 0.04 -0.68
-0.23 -0.71 -0.05
-0.44 0.09 -0.06
0.38 -0.36 0.18
0.10 -0.24 0.21
-0.41 0.09 -0.39
-0.10 0.54 -0.36
-0.06 0.14 -0.55
0.03 -0.36 0.06
-0.03 0.11 0.16
0.29 0.02 -0.36
-0.35 -0.39 0.37
-0.27 0.02 0.21
0.06 0.26 0.03
-0.35 0.44 0.50
-1.58 0.48 -0.64
-1.25 -0.81 0.50
-0.12 1.35 0.48
-1.15 -1.46 -1.68
1.02 0.06 1.71
0.69 0.49 0.08
0.51 -0.41 -0.67
0.22 0.20 -0.21
0.37 0.23 -0.02
0.26 -0.54 -0.02
-0.02 0.25 -0.57
0.77 -0.52 0.51
0.96 -0.28 0.18
-0.33 0.09 0.38
0.09 -0.16 0.19
-0.08 0.32 -0.01
0.01 -0.02 -0.70
-0.24 0.30 0.56
-0.65 0.60 0.11
0.35 -0.04 -0.01
-0.07 -0.06 0.07
0.19 0.10 -0.13
0.76 -0.99 0.09
-1.63 1.31 0.53
0.04 -0.70 -0.17
0.25 0.72 -0.33
0.21 -0.33 -0.13
-0.67 -1.27 0.50
1.11 0.17 -1.01
0.17 -0.38 -0.18
0.48 0.51 -0.42
-0.17 0.15 0.16
0.03 -0.23 -0.82
0.44 0.30 0.51
0.69 -0.26 0.26
-0.22 0.60 0.49
-0.78 -0.02 0.11
0.20 -0.57 -0.02
0.15 0.23 -0.07
0.13 0.94 0.45
-0.34 -0.58 0.25
-0.94 0.15 0.05
0.34 -0.37 -0.63
-0.19 0.57 0.22
-1.36 0.40 0.07
0.88 1.22 1.05
-1.55 -0.81 -0.02
0.91 -0.50 -2.13
-0.47 -1.03 0.61
0.57 0.36 -0.51
0.82 -0.02 0.46
-0.02 0.10 -0.73
-0.18 0.02 -0.07
0.18 0.10 0.34
0.22 0.34 0.60
-0.25 0.04 -0.09
0.25 -0.71 -0.01
0.07 0.11 0.23
-0.16 0.24 0.18
0.05 0.51 -0.45
1.33 -1.06 1.80
0.08 1.14 -1.15
0.11 -1.40 1.79
0.43 -0.62 0.61
-0.93 1.23 0.58
-0.17 -0.30 -0.87
-0.43 -0.40 -0.52
-0.26 0.65 0.05
0.17 0.07 0.10
-0.29 -0.15 -0.42
0.00 -0.20 -1.18
-0.13 0.02 0.20
0.18 0.08 0.11
-0.02 0.41 -0.50
-0.36 -0.10 0.46
1.38 -0.11 -0.88
1.12 1.59 -0.38
1.48 -2.20 0.01
-0.76 0.12 -0.57
-0.80 1.63 0.67
-0.83 0.21 0.49
-0.29 -0.36 -0.10
-0.12 0.17 0.44
-0.18 -0.11 0.00
-0.23 0.03 0.25
-0.23 -0.43 -0.24
-0.22 0.13 -0.32
-0.12 0.09 0.27
0.18 -0.69 0.11
-1.46 -0.68 0.60
1.10 1.00 1.35
0.36 -0.13 0.78
1.85 -1.08 -2.45
-1.22 1.60 -0.03
-0.28 -0.15 -0.15
-0.86 -0.23 -0.81
-0.07 0.08 0.24
0.33 -0.43 0.17
-0.29 -0.20 -0.12
0.37 0.21 -0.20
0.23 0.05 0.14
0.15 0.24 0.14
0.12 -0.13 0.44
-0.26 0.09 -0.08
0.22 0.49 -0.49
0.18 -0.40 -0.27
-0.55 -0.14 -1.16
1.01 -0.49 -0.23
-1.66 0.74 1.29
-0.12 -0.48 -0.29
1.34 -0.24 0.57
0.04 0.13 0.31
0.16 -0.25 0.02
-0.11 -0.15 -0.42
-0.12 0.63 -0.17
-0.03 -0.12 0.29
-0.39 0.07 0.15
-0.28 -0.19 0.13
0.14 0.25 0.23
-0.70 -0.81 0.16
-0.46 -1.12 -0.18
-0.65 -0.72 0.73
1.95 -1.69 -1.19
-0.47 1.33 1.36
0.84 0.63 -0.78
-1.18 1.85 0.00
-0.04 -0.19 0.33
0.11 0.03 -0.25
-0.02 0.52 -0.23
0.24 -0.05 -0.25
0.59 -0.09 0.00
0.18 0.22 0.37
-0.32 -0.13 -0.32
0.11 0.28 0.16